{
  "formula": "C36H46GeN4O5Re",
  "method": "ωB97M-V/def2-TZVPD",
  "symbols": ["Re", "N", "C", "C", "N", "C", "C", "N", "C", "C", "N", "H", "H", "H", "H", "H", "H", "H", "H", "H", "H", "H", "H", "H", "H", "H", "H", "H", "H", "C", "O", "C", "C", "C", "C", "C", "C", "O", "C", "O", "C", "H", "H", "H", "H", "H", "H", "H", "H", "H", "O", "C", "O", "C", "C", "Ge", "C", "C", "C", "C", "C", "C", "C", "C", "C", "C", "C", "C", "C", "C", "C", "C", "C", "C", "H", "H", "H", "H", "H", "H", "H", "H", "H", "H", "H", "H", "H", "H", "H", "H", "H", "H", "H"],
  "coordinates": [[-0.126, 0.282, 1.147], [-2.043, -0.637, 1.410], [-2.713, -0.698, 0.072], [-2.325, 0.542, -0.709], [-0.826, 0.648, -0.852], [-0.399, -0.325, -1.926], [0.938, -0.127, -2.631], [2.125, -0.333, -1.797], [-0.450, 2.058, -1.203], [0.882, 2.497, -0.556], [1.465, 1.405, 0.292], [-2.538, 0.031, 2.036], [-2.042, -1.556, 1.848], [-2.413, -1.620, -0.423], [-3.796, -0.710, 0.192], [-2.795, 0.552, -1.693], [-2.670, 1.425, -0.170], [-0.449, -1.327, -1.502], [-1.159, -0.254, -2.709], [0.899, -0.826, -3.473], [1.001, 0.869, -3.070], [2.144, -1.273, -1.417], [2.960, -0.222, -2.362], [-0.432, 2.164, -2.288], [-1.239, 2.705, -0.833], [1.615, 2.796, -1.305], [0.685, 3.352, 0.083], [1.968, 0.733, -0.336], [2.129, 1.809, 0.948], [2.121, -6.140, -0.210], [2.198, -5.910, 1.202], [1.858, -4.736, 1.693], [1.976, -4.612, 3.100], [1.640, -3.444, 3.693], [1.165, -2.314, 2.955], [0.873, -1.113, 3.629], [1.037, -0.924, 5.101], [0.467, -0.049, 3.028], [1.066, -2.460, 1.535], [0.661, -1.486, 0.726], [1.408, -3.663, 0.928], [2.452, -7.162, -0.356], [2.783, -5.458, -0.743], [1.093, -6.032, -0.557], [2.334, -5.461, 3.665], [1.743, -3.368, 4.765], [0.895, -1.829, 5.679], [0.333, -0.164, 5.432], [2.046, -0.547, 5.291], [1.303, -3.739, -0.144], [-2.526, 1.520, 3.063], [-1.704, 2.332, 2.674], [-0.831, 2.048, 1.704], [-1.528, 3.694, 3.279], [-2.660, 4.669, 2.927], [-2.944, 5.114, 1.025], [-3.997, 3.683, 0.193], [-4.246, 3.692, -1.184], [-5.068, 2.740, -1.773], [-5.692, 1.779, -0.987], [-5.492, 1.779, 0.386], [-4.641, 2.715, 0.967], [-1.201, 5.384, 0.153], [-1.012, 5.263, -1.226], [0.202, 5.582, -1.822], [1.258, 6.042, -1.046], [1.087, 6.191, 0.324], [-0.131, 5.869, 0.911], [-3.936, 6.770, 0.862], [-5.328, 6.753, 0.963], [-6.055, 7.932, 0.887], [-5.397, 9.140, 0.706], [-4.014, 9.169, 0.598], [-3.287, 7.989, 0.676], [-0.565, 4.083, 2.959], [-1.499, 3.548, 4.363], [-2.462, 5.619, 3.427], [-3.602, 4.307, 3.344], [-3.835, 4.479, -1.804], [-5.260, 2.776, -2.838], [-6.366, 1.063, -1.440], [-6.021, 1.071, 1.012], [-4.515, 2.707, 2.042], [-1.827, 4.937, -1.859], [0.313, 5.503, -2.896], [2.197, 6.313, -1.509], [1.893, 6.583, 0.931], [-0.252, 6.039, 1.974], [-5.854, 5.813, 1.093], [-7.134, 7.908, 0.966], [-5.963, 10.060, 0.645], [-3.502, 10.111, 0.452], [-2.207, 8.026, 0.580]],
  "forces_ev_per_a": [[0.03, 0.06, 0.14], [-0.10, 0.04, -0.13], [-0.02, 0.05, 0.04], [-0.05, 0.02, 0.03], [-0.05, -0.02, -0.11], [0.00, -0.02, -0.04], [0.00, -0.02, 0.01], [-0.04, -0.01, 0.08], [-0.01, 0.06, 0.04], [0.03, -0.09, -0.08], [0.01, -0.07, 0.03], [0.07, -0.09, 0.06], [-0.03, 0.03, 0.04], [0.03, 0.01, -0.01], [0.01, -0.03, 0.00], [0.00, 0.01, 0.00], [-0.01, 0.00, 0.00], [0.02, 0.00, 0.01], [0.00, -0.03, 0.00], [0.01, 0.01, -0.02], [0.00, -0.02, 0.01], [-0.01, -0.07, -0.04], [0.00, 0.00, 0.05], [0.00, 0.03, 0.04], [-0.02, -0.01, 0.04], [0.00, -0.05, -0.01], [0.03, 0.04, 0.02], [0.00, 0.21, -0.05], [-0.02, 0.01, 0.01], [0.00, 0.00, 0.00], [0.02, -0.04, -0.01], [-0.02, 0.03, 0.01], [0.01, -0.01, 0.00], [0.00, 0.01, 0.03], [0.02, -0.06, -0.01], [0.01, 0.10, -0.01], [0.00, 0.04, 0.01], [-0.04, -0.02, 0.01], [0.03, -0.08, -0.04], [-0.01, 0.00, -0.09], [-0.02, 0.03, 0.00], [0.00, 0.00, 0.00], [0.00, 0.00, 0.00], [0.00, 0.00, 0.00], [0.00, 0.00, 0.00], [0.00, 0.00, -0.01], [-0.01, 0.00, -0.01], [0.01, 0.00, 0.00], [0.01, -0.03, 0.01], [0.01, 0.01, 0.01], [0.03, 0.09, -0.19], [0.20, -0.21, 0.39], [-0.09, -0.01, -0.15], [-0.10, 0.05, -0.02], [0.01, 0.08, -0.01], [0.07, 0.04, -0.01], [-0.01, 0.03, -0.08], [-0.02, -0.08, 0.05], [0.01, 0.05, -0.02], [0.00, -0.02, -0.01], [0.05, -0.06, 0.01], [-0.04, 0.06, 0.02], [0.03, 0.04, 0.07], [0.02, 0.03, 0.02], [-0.01, 0.00, 0.01], [0.02, 0.01, 0.01], [0.01, -0.01, -0.01], [-0.02, -0.01, -0.05], [-0.09, -0.04, 0.02], [0.01, 0.00, 0.00], [0.00, 0.00, 0.00], [0.00, 0.00, 0.00], [-0.01, 0.01, 0.00], [0.03, -0.01, -0.01], [0.03, 0.02, 0.00], [-0.01, -0.01, -0.04], [-0.01, -0.02, 0.03], [-0.01, 0.02, -0.03], [-0.01, 0.00, -0.04], [0.00, 0.00, 0.00], [0.00, 0.00, 0.01], [0.01, 0.00, 0.00], [0.00, -0.03, -0.02], [0.00, -0.01, -0.03], [0.00, 0.00, -0.01], [0.00, 0.00, 0.00], [0.00, 0.00, 0.00], [0.01, -0.02, 0.03], [0.00, 0.01, 0.00], [0.00, 0.00, 0.00], [0.00, 0.00, 0.00], [0.00, 0.00, 0.00], [0.00, 0.00, 0.00]],
  "de_lowest_kj_mol": 6.50,
  "lumo_ev": [-5.74, -6.95],
  "spin_multiplicity": 4,
  "charge": 2
}